Entry from the Open Molecules 2025 dataset: a 21-piece molecular cluster, C36H95ClFNO25 overall in a non-equilibrium geometry (wB97M-V/def2-TZVPD).

The geometry in XYZ format:
```
159
Properties=species:S:1:pos:R:3:forces:R:3
C 1.51989 0.41330 4.06707 -0.06 0.03 0.53
C 0.47399 0.62749 3.49891 -1.02 -0.14 -0.69
N -0.68399 0.78647 2.61539 2.30 0.64 2.11
C -0.28722 1.82473 1.64959 0.36 -1.79 -2.89
O -0.17158 3.00703 1.77232 -0.22 -0.90 0.81
C 0.01272 1.00633 0.33684 0.18 -1.44 -1.63
C 0.58024 1.48087 -0.97795 -1.10 -2.62 1.65
Cl 1.02488 3.18174 -1.34340 -0.58 -1.95 0.55
C 0.77497 0.44121 -2.01065 -0.97 -0.38 1.18
O 1.30041 0.87751 -3.23244 -0.82 -0.57 0.75
C 0.44776 -1.00596 -1.80262 -0.52 1.81 2.04
O 0.73637 -1.83081 -2.92094 -0.36 0.75 2.26
C 1.95824 -2.58182 -2.74403 1.83 -0.26 -0.50
C 3.23860 -1.72361 -2.44390 1.54 -0.74 -0.27
C 4.49291 -2.64831 -2.84238 -0.95 -0.11 0.94
O 3.41944 -1.44682 -1.02785 -0.69 0.71 -0.89
C -0.17352 -1.48008 -0.46494 0.64 1.63 -0.07
C -0.59223 -2.98698 -0.18008 0.46 -0.07 -2.36
F -0.45681 -3.40419 1.15613 -0.25 0.86 -1.19
C -2.03688 -3.21851 -0.78117 0.20 -0.03 0.56
C -2.48111 -4.73557 -0.80120 -0.57 0.65 -0.21
C -0.37117 -0.45666 0.56576 1.07 2.06 -1.95
C -0.97003 -0.52888 2.01218 0.85 0.40 -1.85
O -1.57679 -1.38144 2.58365 0.28 0.64 -0.30
H 2.41763 0.24527 4.70433 -1.30 0.34 -0.96
H 0.58901 0.91962 -3.90516 0.51 -0.17 0.49
H 2.15452 -3.10299 -3.73148 -0.49 0.71 0.98
H 1.90402 -3.39494 -1.97235 -0.29 0.92 -0.48
H 3.32025 -0.76968 -3.02924 -0.53 -0.88 0.43
H 4.17479 -3.71701 -2.62721 0.55 1.04 -0.54
H 5.30071 -2.42852 -2.09053 -0.65 -0.05 -1.09
H 4.81320 -2.50859 -3.90613 -0.24 -0.24 1.00
H 3.47941 -0.47578 -0.92853 -0.10 -0.77 0.15
H 0.11349 -3.63595 -0.79343 -0.86 0.76 0.98
H -2.03788 -2.85627 -1.84325 0.17 -0.27 1.15
H -2.75777 -2.55364 -0.21881 0.57 -0.84 -0.43
H -2.71611 -5.10290 0.23192 0.31 0.25 -0.93
H -1.72512 -5.39381 -1.30405 -0.60 0.77 0.60
H -3.42889 -4.77220 -1.42223 0.98 -0.11 0.78
C -2.49196 -3.08394 5.45604 0.05 0.12 -0.37
O -3.07794 -1.78791 5.51471 -0.25 0.22 -0.25
H -2.40382 -3.47572 6.46853 -0.08 0.14 -0.01
H -3.12627 -3.74789 4.86436 0.15 -0.20 0.09
H -1.49877 -3.01636 5.00630 0.02 -0.23 0.04
H -3.14579 -1.46234 4.60851 0.12 -0.11 0.10
C -2.86595 1.53197 6.30515 -0.25 -0.21 -0.26
O -1.51344 1.17014 6.03879 0.18 0.09 -0.07
H -2.93541 1.90862 7.32414 0.11 0.00 -0.08
H -3.18602 2.31190 5.61027 -0.13 0.06 0.13
H -3.50353 0.65175 6.19885 -0.11 0.09 0.07
H -1.48190 0.83981 5.13165 0.12 -0.13 0.18
C 1.18887 -6.58384 -2.06801 -0.02 0.10 -0.12
O 0.58483 -5.29959 -1.97355 0.23 -0.18 -0.14
H 1.34353 -6.97396 -1.06270 -0.05 0.12 -0.02
H 0.53222 -7.25900 -2.62161 0.15 -0.13 -0.01
H 2.15276 -6.50108 -2.57660 0.03 -0.23 0.00
H 0.45944 -4.97927 -2.87777 -0.37 0.01 0.15
C 1.31212 4.83611 -5.20035 0.01 -0.12 0.22
O 2.11975 3.68465 -5.42907 0.01 -0.30 0.00
H 1.15181 5.34845 -6.14743 0.12 -0.05 0.05
H 0.34704 4.52964 -4.78535 -0.08 0.18 0.03
H 1.82154 5.50963 -4.50692 -0.15 0.17 -0.06
H 2.24591 3.25175 -4.57581 0.04 0.02 -0.15
C 4.93854 5.56185 -5.48186 -0.13 0.24 -0.43
O 4.34609 6.85408 -5.44087 0.07 0.08 0.08
H 5.09517 5.21357 -4.46156 -0.05 0.10 -0.03
H 4.27210 4.87027 -6.00249 0.13 -0.20 0.11
H 5.90156 5.61375 -5.99865 0.09 -0.20 0.09
H 4.21639 7.14050 -6.35305 -0.16 0.01 0.18
C 0.27171 8.09516 -7.82471 0.23 -0.28 -0.24
O 1.36891 7.19477 -7.71912 0.03 -0.07 -0.02
H -0.09886 8.31552 -6.82407 0.07 -0.05 -0.03
H 0.60034 9.02256 -8.30079 -0.23 0.10 0.02
H -0.52627 7.63960 -8.41217 -0.11 0.23 0.05
H 1.67903 7.01549 -8.61726 0.24 0.00 0.25
C 0.11152 4.20121 6.97710 -0.24 -0.26 -0.29
O -1.05055 3.90752 6.22213 0.12 0.22 -0.07
H 0.04332 5.22606 7.34115 -0.03 -0.05 -0.02
H 0.18226 3.51932 7.83103 0.18 0.07 0.11
H 1.00038 4.10104 6.34687 0.17 0.05 0.17
H -0.96441 2.99147 5.91073 -0.08 0.06 0.19
C 2.01632 -8.42612 -5.58208 -0.06 0.15 -0.25
O 1.41230 -7.14119 -5.49292 -0.06 0.16 0.04
H 2.16817 -8.81070 -4.57458 -0.05 0.11 -0.03
H 1.36238 -9.10645 -6.13301 0.13 -0.16 0.05
H 2.98194 -8.34842 -6.08769 0.04 -0.20 0.05
H 1.28771 -6.82117 -6.39349 -0.02 0.00 0.17
C 3.66769 3.01040 1.57484 -0.32 0.31 -0.08
O 3.11983 1.71923 1.73426 0.10 -0.76 -0.06
H 4.74866 2.97048 1.70620 -0.07 -0.18 -0.01
H 3.43935 3.36367 0.56489 0.20 0.33 0.04
H 3.24542 3.69160 2.31502 0.25 0.03 -0.20
H 2.16877 1.78816 1.60619 0.20 -0.01 0.11
C 4.22223 5.43091 -9.76727 -0.05 0.07 -0.22
O 3.63517 6.72796 -9.73252 -0.18 0.10 -0.03
H 4.37372 5.08890 -8.74454 -0.07 0.10 -0.03
H 3.55699 4.73589 -10.28521 0.12 -0.16 0.06
H 5.18597 5.47409 -10.28013 0.03 -0.17 0.05
H 3.51106 7.00921 -10.64645 0.04 0.05 0.17
C -1.59678 -3.69433 -5.01047 0.17 0.19 0.18
O -1.20645 -3.66132 -3.64355 -0.09 -0.40 -0.35
H -2.19643 -4.58731 -5.18157 0.05 0.04 0.08
H -2.19237 -2.80921 -5.24773 -0.04 -0.07 -0.19
H -0.71007 -3.72742 -5.64965 -0.11 -0.01 -0.19
H -0.67790 -2.86639 -3.50312 0.17 0.06 0.03
C -3.58099 8.31789 -9.21621 0.00 0.30 0.13
O -2.41658 9.11910 -9.06072 -0.02 0.10 -0.02
H -3.29227 7.36504 -9.65760 0.07 0.09 0.03
H -4.04183 8.13886 -8.24144 -0.14 -0.14 -0.09
H -4.29240 8.82020 -9.87648 -0.13 -0.18 0.00
H -2.69573 9.95469 -8.66955 0.13 -0.10 -0.07
C 2.48692 6.26014 3.95957 -0.23 -0.08 -0.18
O 2.70790 5.72379 2.66121 -0.09 0.22 0.01
H 3.44600 6.55509 4.38303 -0.01 -0.05 -0.11
H 1.83665 7.13601 3.89423 0.02 0.03 0.22
H 2.02656 5.50376 4.60020 0.00 0.13 0.16
H 1.84627 5.47046 2.30754 0.15 0.02 -0.01
C -4.09426 1.90095 -0.34112 0.04 0.11 0.52
O -3.26099 0.77340 -0.59830 0.13 0.00 -0.11
H -4.25070 2.43683 -1.27265 -0.02 -0.05 0.12
H -5.05774 1.56676 0.04997 -0.07 0.19 -0.05
H -3.60942 2.56434 0.38035 -0.11 0.09 0.01
H -3.13687 0.31536 0.24023 0.00 -0.10 -0.24
C -2.78336 -1.24802 8.49590 0.26 0.35 -0.01
O -1.48672 -1.38391 9.07415 0.19 -0.11 0.17
H -3.32966 -2.18039 8.63545 0.11 0.02 0.08
H -3.32309 -0.43482 8.99029 -0.19 -0.08 -0.04
H -2.68885 -1.04155 7.43279 -0.22 -0.02 0.09
H -1.02579 -0.54842 8.93714 -0.05 -0.16 -0.03
C -4.13834 1.89569 -4.34703 0.11 -0.16 0.30
O -4.59934 1.24807 -3.16999 0.06 -0.02 -0.24
H -4.99705 2.14068 -4.97052 0.02 -0.04 0.08
H -3.61024 2.81656 -4.08273 0.04 0.07 -0.22
H -3.46958 1.23022 -4.90019 0.02 0.14 -0.18
H -3.82171 1.04064 -2.63483 -0.21 -0.25 0.00
C 1.73989 0.26313 7.97157 -0.09 0.32 0.09
O 2.64167 1.14821 7.31884 0.10 0.03 -0.09
H 1.93117 -0.75183 7.62603 0.05 0.10 -0.03
H 1.89093 0.30984 9.05324 -0.10 -0.18 0.03
H 0.71048 0.54066 7.72627 -0.08 -0.18 0.02
H 2.45154 2.03682 7.64058 0.08 -0.10 -0.14
C -0.21834 -5.46933 7.57309 0.06 0.36 0.07
O 0.67101 -4.57782 6.91173 0.07 0.09 -0.10
H -0.01806 -6.48371 7.23365 0.05 0.11 -0.01
H -0.05975 -5.41144 8.65242 -0.18 -0.20 0.03
H -1.25092 -5.20485 7.33158 -0.09 -0.21 0.13
H 0.47223 -3.68909 7.23011 0.05 -0.12 -0.07
C 0.47646 -9.29301 7.59028 -0.30 -0.10 0.01
O -0.33903 -8.88511 8.67942 -0.05 0.03 0.11
H 1.45176 -8.81749 7.68288 -0.10 0.02 0.08
H 0.60216 -10.37879 7.60604 0.15 0.01 -0.17
H 0.01251 -8.98610 6.64907 0.20 -0.08 -0.14
H -1.19322 -9.31843 8.57240 0.11 0.12 0.10
C -5.62315 -5.13299 3.89291 0.18 -0.09 -0.26
O -4.53896 -6.04091 4.03010 0.06 -0.07 0.03
H -6.05765 -4.95151 4.87476 0.11 -0.07 -0.02
H -5.26086 -4.18853 3.47759 -0.22 0.12 0.03
H -6.38487 -5.56011 3.23546 -0.14 0.17 0.04
H -4.17395 -6.18254 3.14923 0.02 -0.03 0.19
```
Positions in Å, forces in eV/Å.

Values from the calculation:
- 2S+1: 1
- Kohn-Sham gap: 8.21 eV
- E_LUMO: -1.27 eV
- HOMO level: -0.349 Ha
- Total charge: 0